One molecule with the formula C15H22N2O4. Source: the OMol25 dataset; level of theory: the ωB97M-V functional and the def2-TZVPD basis.

Last column: Löwdin charge in e.
Positions of all 43 atoms, in Å:
1 O -1.57317 0.82972 0.28352  0.07
2 C -0.39470 0.65228 0.53745  -0.45
3 N 0.55912 0.63153 -0.43451  0.12
4 C 0.20019 0.77759 -1.82913  -0.21
5 C -0.07952 2.24382 -2.14512  -0.18
6 O -0.37826 2.32296 -3.53301  -0.05
7 C 1.38287 0.25677 -2.64282  -0.34
8 O 2.51399 0.44402 -2.28783  0.15
9 N 1.03007 -0.59349 -3.74533  -0.04
10 C 1.00316 -0.00438 -5.08324  -0.15
11 C 1.01615 -1.26373 -5.93147  -0.14
12 C 2.04915 -2.09087 -5.17267  -0.17
13 O 2.04374 -1.61933 -3.81892  -0.09
14 C 0.10941 0.38932 1.92986  -0.18
15 C -0.69234 0.99628 3.10154  -0.05
16 C -0.46127 -0.33035 3.82544  -0.40
17 C -0.21417 -1.02715 2.50202  -0.02
18 C 0.22220 -0.50240 5.06011  -0.03
19 C -1.24160 -1.03331 4.99490  -0.23
20 C -2.05803 -0.54712 6.24157  -0.12
21 C -2.74148 -0.64865 4.98513  -0.11
22 H 1.52812 0.47685 -0.20929  0.14
23 H -0.68682 0.18593 -2.04667  0.16
24 H -0.91705 2.56514 -1.52392  0.12
25 H 0.81018 2.83016 -1.89144  0.13
26 H -0.68195 3.21180 -3.73697  0.10
27 H 0.11950 0.61922 -5.17365  0.11
28 H 1.90227 0.59444 -5.27800  0.14
29 H 0.03160 -1.72891 -5.91756  0.11
30 H 1.30970 -1.09164 -6.96500  0.11
31 H 1.83462 -3.15989 -5.16879  0.12
32 H 3.05180 -1.92896 -5.57468  0.12
33 H 1.17432 0.60370 2.03035  0.15
34 H -0.34471 1.92113 3.55911  0.12
35 H -1.73445 1.09064 2.78837  0.11
36 H -1.15342 -1.38971 2.08236  0.13
37 H 0.54545 -1.80436 2.46386  0.12
38 H 0.97180 -1.27031 5.22389  0.11
39 H 0.39796 0.42362 5.60778  0.12
40 H -2.15908 -1.31811 6.99212  0.11
41 H -1.88212 0.45419 6.63474  0.11
42 H -3.00996 0.30144 4.52636  0.10
43 H -3.40326 -1.46988 4.73954  0.10

orbital gap	7.32	eV
highest occupied orbital energy	-6.73	eV
total charge	0
SMILES	O=C([C@H](CO)NC(=O)[C@H]1C[C@@]2(C1)C[C@]21CC1)N1CCCO1
multiplicity	1

---

A 2-piece molecular cluster, C2HN3O overall. Source: the OMol25 dataset; level of theory: the ωB97M-V functional and the def2-TZVPD basis.

Last column: Löwdin charge in e.
Positions of all 7 atoms, in Å:
1 C 1.83010 -0.14294 -0.04432  -0.50
2 C -1.57143 -0.30263 0.17535  -0.29
3 N 2.79907 -0.41029 0.59712  0.17
4 N 0.84730 -0.03748 -0.75374  0.14
5 N -0.71659 0.58072 0.21322  0.13
6 O -2.45469 -1.04256 0.21588  0.24
7 H -0.73376 1.35518 -0.40352  0.11

orbital gap (alpha / beta)	7.48 / 7.47	eV
highest occupied orbital energy (alpha / beta)	-9.73 / -9.71	eV
total charge	0
multiplicity	1

---

A 2-piece molecular cluster, C11H19Cl4IO6S overall. Source: the OMol25 dataset; level of theory: the ωB97M-V functional and the def2-TZVPD basis.

Last column: Löwdin charge in e.
Positions of all 42 atoms, in Å:
1 C -2.45318 6.06377 -0.37219  -0.08
2 C -1.68477 5.15388 0.75966  -0.33
3 O -2.49115 5.12662 1.99570  -0.12
4 C -1.44804 3.57375 0.26737  -0.14
5 O -0.03585 3.49248 -0.13597  -0.20
6 C 0.62711 2.29604 0.47774  -0.27
7 C 2.23888 2.53120 0.29421  -0.16
8 O 3.09587 1.49802 0.89507  -0.27
9 S 2.30211 -0.00220 1.04789  0.77
10 O 3.38266 -1.12812 0.85339  -0.40
11 O 1.71346 -0.16701 2.47765  -0.34
12 C 1.01487 -0.32410 -0.32141  -0.78
13 I 2.02327 -0.37391 -2.25686  0.99
14 C 0.23271 -1.69186 0.11346  -0.22
15 C 0.11928 -2.84558 -1.04172  -0.22
16 C 1.47345 -3.82488 -1.11625  -0.23
17 O 1.03462 -5.18567 -1.51660  -0.21
18 C 0.02428 0.99006 -0.31785  -0.19
19 H -3.22875 6.74582 0.22342  0.10
20 H -3.06690 5.42003 -1.14572  0.08
21 H -1.74394 6.78487 -0.97348  0.09
22 H -0.63249 5.67506 0.96120  0.16
23 H -3.42424 4.92484 1.67878  0.11
24 H -2.13975 3.45588 -0.69829  0.13
25 H -1.78216 2.79543 1.07460  0.14
26 H 0.28824 2.27535 1.61890  0.18
27 H 2.49411 3.54563 0.86944  0.16
28 H 2.49995 2.76173 -0.84742  0.15
29 H -0.86909 -1.51803 0.52789  0.13
30 H 0.82505 -2.18748 1.02370  0.13
31 H -0.75023 -3.58331 -0.68790  0.12
32 H -0.21832 -2.45918 -2.10155  0.10
33 H 2.01169 -3.85998 -0.07217  0.13
34 H 2.26536 -3.42588 -1.89421  0.09
35 H 0.12184 -5.13784 -1.96930  0.07
36 H -0.35572 1.29144 -1.40839  0.13
37 H -0.96367 0.65983 0.26474  0.13
38 C -0.50013 -7.86934 0.29047  -2.00
39 Cl 0.58076 -8.68408 -0.86812  0.52
40 Cl 0.47038 -6.89900 1.42680  0.52
41 Cl -1.62227 -6.80365 -0.59244  0.52
42 Cl -1.42931 -9.09064 1.19575  0.51

orbital gap	9.40	eV
highest occupied orbital energy	-9.96	eV
total charge	0
SMILES	C[C@@H](O)CO[C@@H]1COS(=O)(=O)[C@@](I)(CCCO)C1.ClC(Cl)(Cl)Cl
multiplicity	1

---

A 2-piece molecular cluster, C3H4N5 overall. Source: the OMol25 dataset; level of theory: the ωB97M-V functional and the def2-TZVPD basis.

Last column: Löwdin charge in e.
Positions of all 12 atoms, in Å:
1 C -1.09773 -1.71230 1.27646  -0.18
2 C -0.56643 -1.15934 0.04141  -0.49
3 C 0.11068 0.14063 0.30121  -0.09
4 N 2.30276 -3.73390 -1.06573  -0.07
5 N -1.55299 -2.00744 2.32930  0.12
6 N 1.99385 -1.87911 0.29596  -0.04
7 N 2.14536 -2.81440 -0.37995  -0.58
8 N -0.92759 -1.71167 -1.02725  0.16
9 H 1.12124 -0.25631 0.15379  0.01
10 H 0.01824 0.36511 1.40981  0.09
11 H -0.04070 1.05976 -0.21910  0.06
12 H -0.69235 -1.46596 -1.92721  0.02

orbital gap	7.21	eV
highest occupied orbital energy	-3.25	eV
total charge	-1
multiplicity	1

---

Ordered M results: 294.35; 83.05; 548.05; 110.10; unit g/mol.